No. 1
{
  "formula": "H19N6",
  "method": "wB97M-V/def2-TZVPD",
  "symbols": ["N", "H", "H", "H", "H", "N", "H", "H", "H", "N", "H", "H", "H", "N", "H", "H", "H", "N", "H", "H", "H", "N", "H", "H", "H"],
  "coordinates": [[-0.2738, 0.7791, -0.7916], [-0.1262, -0.2580, -1.1991], [-0.5462, 0.6715, 0.2496], [0.7042, 1.2318, -0.8646], [-0.8853, 1.2610, -1.3968], [1.3414, 1.9065, 1.2277], [0.7445, 2.1464, 1.9596], [1.9539, 2.6823, 1.1180], [1.7757, 1.0709, 1.3936], [1.8875, 2.0148, -2.6181], [2.4163, 1.2108, -3.0482], [2.4562, 2.8783, -2.4408], [1.1974, 2.3879, -3.2278], [-0.9742, -1.9196, -2.5446], [-1.8568, -2.0013, -2.2196], [-0.6551, -2.8308, -2.2010], [-0.8352, -1.4393, -3.3285], [-1.6486, -0.3226, 1.4047], [-2.1132, -1.1215, 0.9696], [-2.3752, 0.0810, 1.9519], [-1.0509, -0.5579, 2.1834], [-0.3582, -2.4039, 3.2715], [-1.0793, -2.7780, 3.7665], [0.2586, -1.9322, 3.9411], [0.2026, -3.0855, 2.7459]],
  "forces_ev_per_a": [[3.75, -3.11, 0.43], [-0.90, 2.43, 0.80], [-0.53, 0.12, -1.55], [-1.72, -0.35, 0.05], [-1.13, 0.67, -0.47], [-1.06, 1.89, -1.74], [-1.17, 0.19, 1.47], [0.85, 0.22, -0.16], [1.68, -2.19, 0.73], [1.32, 0.12, 0.79], [-0.60, 1.78, 0.40], [-0.04, -1.66, -0.16], [-0.70, -0.27, -0.98], [1.84, -2.43, 5.31], [-3.88, 0.78, 0.52], [1.24, 0.66, -1.65], [0.92, 1.14, -4.08], [-0.12, 0.69, -0.10], [0.73, -0.16, 0.46], [-1.15, 0.96, 0.01], [0.52, -1.40, -0.28], [3.30, 1.80, -1.56], [-2.30, -1.69, 1.46], [-0.22, -0.40, -0.36], [-0.63, 0.23, 0.63]],
  "charge": 1,
  "de_lowest_kj_mol": 207.2,
  "orbital_gap_ev": 10.4564,
  "lumo_ev": -2.58,
  "e_homo_ev": -13.0
}



No. 2
{
  "formula": "C5H8N2O",
  "method": "wB97M-V/def2-TZVPD",
  "symbols": ["N", "N", "O", "C", "C", "C", "C", "C", "H", "H", "H", "H", "H", "H", "H", "H"],
  "coordinates": [[-3.4407, 1.0761, -0.5639], [-4.0401, 0.5794, 0.2420], [-4.6199, 0.0883, 1.1156], [3.0081, 1.4810, 0.4228], [1.6973, 1.0891, 0.2898], [1.2151, -0.2262, 0.0311], [-0.0492, -0.4203, -0.2584], [-0.5613, -1.8173, -0.4345], [3.7948, 0.6813, 0.3299], [3.4025, 2.4736, 0.7600], [0.8442, 1.7200, 0.1347], [1.9961, -0.9586, 0.1025], [-0.8307, 0.4880, -0.3777], [-0.9512, -1.7890, -1.5179], [-1.4833, -1.7417, 0.2181], [0.0182, -2.7239, -0.4940]],
  "forces_ev_per_a": [[-0.36, -0.26, 0.14], [1.48, 1.18, -1.49], [-1.13, -0.92, 1.35], [-0.75, -0.98, 0.52], [2.20, 1.72, -0.62], [1.47, 0.74, 0.23], [-1.01, 0.01, -0.27], [-3.45, 1.96, -2.32], [-0.85, 0.82, 0.30], [-0.82, -0.88, -0.76], [0.11, 1.40, 0.72], [-0.25, -1.00, -0.04], [1.96, -2.32, 0.40], [-0.10, -0.19, 1.35], [0.85, -1.41, -0.63], [0.65, 0.14, 1.13]],
  "charge": 0,
  "de_lowest_kj_mol": 438.0,
  "orbital_gap_ev": 9.3650,
  "smiles": "N#[N+][O-].C=C/C=C/C",
  "lumo_ev": 0.99,
  "e_homo_ev": -8.4
}



No. 3
{
  "formula": "C37H26N3O7P2ReSe2Te3",
  "method": "wB97M-V/def2-TZVPD",
  "symbols": ["Re", "Se", "Te", "Te", "Se", "O", "C", "O", "C", "C", "C", "C", "C", "C", "O", "N", "O", "O", "N", "O", "O", "H", "H", "Te", "C", "C", "C", "N", "C", "C", "C", "P", "C", "C", "C", "C", "C", "C", "C", "C", "C", "C", "C", "C", "P", "C", "C", "C", "C", "C", "C", "C", "C", "C", "C", "C", "C", "H", "H", "H", "H", "H", "H", "H", "H", "H", "H", "H", "H", "H", "H", "H", "H", "H", "H", "H", "H", "H", "H", "H", "H"],
  "coordinates": [[-1.0774, 1.3577, 1.1919], [-0.9810, 3.8435, 1.7024], [-2.4495, 5.0684, 0.0823], [-4.5531, 3.3119, 0.1724], [-3.4103, 1.1638, 0.9721], [2.3931, -1.7312, 2.7284], [1.3959, -1.0625, 2.8852], [0.4094, -0.8585, 2.0508], [1.1196, -0.3098, 4.1644], [1.6794, -0.8151, 5.3209], [1.3721, -0.2386, 6.5428], [0.5269, 0.8467, 6.6208], [0.0313, 1.3704, 5.4479], [0.2842, 0.8329, 4.1773], [-0.2337, 1.3897, 3.1332], [-0.8064, 2.5893, 5.5908], [-0.5825, 3.5128, 4.8414], [-1.5767, 2.6239, 6.5346], [1.9491, -0.7873, 7.7797], [2.6708, -1.7592, 7.6817], [1.6715, -0.2375, 8.8282], [2.3369, -1.6697, 5.2492], [0.2650, 1.2930, 7.5685], [-0.9198, -1.5283, -3.1364], [0.6869, -0.9647, -4.3895], [0.4218, -0.2222, -5.5346], [1.4563, 0.0667, -6.4146], [2.7191, -0.3197, -6.2354], [2.9630, -1.0338, -5.1338], [1.9985, -1.3860, -4.2014], [-0.5963, -0.4575, -1.3828], [-0.3618, -1.0235, 0.2884], [0.9390, -2.3333, -0.0348], [2.0510, -2.0810, -0.8279], [3.0819, -3.0050, -0.9407], [3.0082, -4.2193, -0.2761], [1.8965, -4.4964, 0.5064], [0.8875, -3.5552, 0.6353], [-1.7560, -2.0818, 0.8642], [-2.2877, -3.0578, 0.0231], [-3.3965, -3.7987, 0.4052], [-3.9878, -3.5791, 1.6439], [-3.4526, -2.6254, 2.4979], [-2.3427, -1.8842, 2.1089], [-0.7924, 1.2364, -1.1903], [-1.8264, 1.8535, -2.5863], [-1.2269, 2.4148, -3.7109], [-1.9738, 2.7132, -4.8444], [-3.3330, 2.4408, -4.8735], [-3.9340, 1.8493, -3.7704], [-3.1832, 1.5523, -2.6459], [0.7332, 2.2525, -1.3050], [1.9324, 1.6856, -0.8902], [3.0723, 2.4633, -0.7160], [3.0178, 3.8267, -0.9493], [1.8206, 4.4069, -1.3578], [0.6879, 3.6300, -1.5272], [-0.5778, 0.1386, -5.7376], [1.2561, 0.6448, -7.3114], [3.9898, -1.3547, -4.9914], [2.2693, -1.9925, -3.3489], [2.1046, -1.1614, -1.3901], [3.9453, -2.7760, -1.5553], [3.8086, -4.9432, -0.3652], [1.8255, -5.4378, 1.0372], [0.0496, -3.7775, 1.2839], [-1.8209, -3.2556, -0.9354], [-3.7977, -4.5492, -0.2645], [-4.8551, -4.1546, 1.9428], [-3.8977, -2.4498, 3.4691], [-1.9185, -1.1548, 2.7895], [-0.1647, 2.6233, -3.7151], [-1.4850, 3.1466, -5.7084], [-3.9194, 2.6766, -5.7530], [-4.9903, 1.6120, -3.7873], [-3.6524, 1.0414, -1.8152], [1.9743, 0.6300, -0.6775], [3.9933, 2.0009, -0.3849], [3.8997, 4.4379, -0.8033], [1.7665, 5.4759, -1.5234], [-0.2404, 4.1053, -1.8202]],
  "forces_ev_per_a": [[1.25, -0.21, 0.77], [0.00, 0.07, 0.02], [-0.06, -0.36, -0.14], [0.04, 0.18, 0.20], [-0.74, -0.27, -0.12], [-0.04, -0.03, -0.03], [-0.12, 0.35, -0.05], [0.06, -0.30, 0.42], [0.34, -0.43, -0.12], [-0.12, 0.10, -0.03], [0.20, -0.18, 0.23], [-0.10, 0.17, 0.00], [-0.42, 0.46, 0.54], [0.02, -0.09, -0.23], [-0.54, 0.23, -0.95], [0.75, -0.08, 0.26], [-0.17, -0.05, 0.00], [-0.19, -0.09, -0.13], [-0.18, 0.15, -0.42], [0.08, -0.09, 0.04], [-0.01, 0.03, 0.13], [0.00, 0.00, 0.02], [0.02, -0.03, 0.00], [-0.14, -0.02, 0.17], [0.17, 0.03, -0.20], [0.04, 0.04, 0.01], [0.08, 0.01, -0.01], [-0.15, -0.06, 0.16], [0.03, 0.05, -0.08], [-0.01, 0.02, 0.00], [-0.07, -0.17, 0.09], [0.04, -0.11, -0.83], [-0.01, 0.04, 0.49], [-0.14, -0.01, -0.02], [-0.01, -0.03, -0.02], [-0.03, 0.03, -0.01], [0.00, 0.08, -0.05], [-0.07, -0.01, 0.06], [-0.05, 0.08, -0.10], [-0.01, 0.04, -0.06], [0.00, 0.04, 0.05], [0.06, 0.03, -0.01], [0.02, 0.01, -0.04], [0.00, -0.05, 0.10], [-0.12, 0.49, -0.36], [0.16, -0.05, 0.17], [0.10, 0.15, -0.05], [0.02, -0.05, 0.06], [-0.01, -0.02, 0.07], [0.02, 0.05, -0.08], [-0.06, -0.21, 0.18], [0.01, -0.03, 0.03], [0.10, 0.06, 0.02], [-0.06, -0.01, -0.02], [-0.04, 0.00, -0.01], [0.04, -0.02, 0.02], [0.02, 0.09, -0.11], [-0.03, 0.01, -0.01], [0.01, 0.00, -0.01], [0.01, 0.01, -0.01], [0.00, -0.03, -0.06], [0.01, 0.10, 0.01], [-0.01, 0.01, 0.00], [0.01, 0.01, 0.00], [-0.01, 0.01, 0.00], [0.01, 0.01, 0.02], [0.00, 0.02, 0.00], [0.01, 0.00, 0.00], [0.00, 0.01, 0.00], [0.00, -0.01, 0.00], [-0.02, 0.00, -0.01], [-0.02, -0.04, -0.01], [0.01, 0.01, 0.02], [0.01, -0.01, 0.00], [0.01, 0.00, 0.01], [0.02, 0.02, 0.01], [0.00, -0.13, 0.04], [-0.01, -0.02, 0.00], [-0.02, 0.01, -0.01], [0.00, -0.01, -0.02], [0.02, -0.04, 0.04]],
  "charge": -1,
  "s_squared": 3.801,
  "de_lowest_kj_mol": 291.0,
  "orbital_gap_ev": [5.8261, 5.4929],
  "spin_multiplicity": 4,
  "lumo_ev": [0.92, 0.41],
  "e_homo_ev": [-4.9, -5.1]
}



No. 4
{
  "formula": "C4H10NO",
  "method": "wB97M-V/def2-TZVPD",
  "symbols": ["C", "N", "C", "C", "C", "O", "H", "H", "H", "H", "H", "H", "H", "H", "H", "H"],
  "coordinates": [[1.1562, -1.0834, -1.8119], [0.1699, -0.3864, -1.0177], [0.6807, 0.3548, 0.1462], [-0.3587, 1.1148, 0.9110], [-1.6151, 0.2859, 1.3074], [-2.0908, 0.6291, 2.5221], [2.1358, -0.7863, -1.4328], [1.0583, -2.1708, -1.7707], [1.0999, -0.7424, -2.8507], [-0.5943, -0.8957, -0.5907], [1.2017, -0.2895, 0.8831], [1.5228, 0.9901, -0.1696], [-0.7722, 1.9326, 0.2967], [0.0414, 1.5270, 1.8331], [-1.2968, -0.8008, 1.3022], [-2.3387, 0.3210, 0.4422]],
  "forces_ev_per_a": [[-0.28, 0.31, 0.39], [-0.52, 1.13, 1.09], [1.55, -0.12, -0.02], [-1.24, 0.43, -0.92], [0.20, -0.48, 1.11], [-0.30, 0.12, -0.51], [0.21, -0.29, -0.10], [0.10, -0.06, -0.04], [0.04, -0.25, -0.10], [0.05, -0.69, -0.74], [-0.27, -0.50, -0.11], [-0.30, 0.28, -0.30], [0.45, 0.12, 0.13], [0.11, -0.03, 0.08], [0.19, -0.21, -0.14], [0.01, 0.24, 0.17]],
  "charge": -1,
  "de_lowest_kj_mol": 99.3,
  "orbital_gap_ev": 5.9175,
  "smiles": "CNCCC[O-]",
  "lumo_ev": 3.80,
  "e_homo_ev": -2.1
}



Calculated electronic energy in order - -339.6753, -379.9213, -8484.3271, -288.3538 hartree